Density functional theory data (ωB97M-V/def2-TZVPD) for a structure of composition C26H31BF4IrN4OS.

Each line ends with the natural charge from an NBO analysis.
Positions of all 69 atoms, in Å:
Ir: -0.880 1.760 0.717  1.10
N: -2.964 5.327 -0.288  -0.79
C: -2.046 4.346 -0.118  0.30
S: -1.691 3.828 1.517  -0.15
N: -1.442 3.874 -1.169  -0.41
N: -0.478 2.953 -0.794  -0.19
C: 0.653 2.970 -1.394  0.15
C: 1.812 2.227 -0.951  -0.25
C: 2.859 2.001 -1.852  -0.13
C: 4.036 1.413 -1.445  -0.27
C: 4.192 1.090 -0.096  -0.17
C: 3.181 1.318 0.813  -0.31
C: 1.952 1.858 0.404  0.45
O: 1.002 2.029 1.315  -0.69
H: -3.652 5.444 0.435  0.40
H: -3.259 5.506 -1.234  0.40
H: 0.736 3.649 -2.237  0.22
H: 2.726 2.302 -2.885  0.21
H: 4.833 1.230 -2.153  0.22
H: 5.124 0.657 0.248  0.21
H: 3.308 1.078 1.861  0.22
C: 2.758 -2.647 -2.831  -0.63
C: 1.618 -1.683 -2.639  0.00
C: 1.027 -1.044 -3.728  -0.18
C: -0.012 -0.130 -3.568  -0.01
C: -0.659 0.543 -4.748  -0.63
C: -0.446 0.165 -2.288  -0.14
C: 0.125 -0.467 -1.173  0.12
C: 1.149 -1.410 -1.367  -0.22
N: -0.303 -0.082 0.074  -0.34
C: -0.385 -0.972 1.239  0.15
C: 0.938 -1.050 2.029  -0.43
C: 0.719 -1.835 3.325  -0.21
C: 0.200 -3.239 3.004  -0.41
C: -1.127 -3.131 2.246  -0.20
C: -2.148 -2.393 3.116  -0.41
C: -1.625 -0.992 3.458  -0.20
C: -0.294 -1.095 4.201  -0.41
C: -1.444 -0.268 2.119  -0.41
C: -0.901 -2.382 0.925  -0.44
H: 3.029 -2.732 -3.882  0.22
H: 2.496 -3.642 -2.469  0.22
H: 3.640 -2.317 -2.279  0.22
H: 1.385 -1.268 -4.727  0.21
H: -0.346 0.086 -5.686  0.21
H: -0.397 1.603 -4.782  0.22
H: -1.745 0.484 -4.673  0.24
H: -1.272 0.848 -2.147  0.24
H: 1.623 -1.880 -0.518  0.21
H: 1.276 -0.039 2.253  0.24
H: 1.711 -1.533 1.430  0.21
H: 1.674 -1.903 3.852  0.22
H: 0.059 -3.806 3.928  0.21
H: 0.933 -3.782 2.399  0.21
H: -1.503 -4.130 2.016  0.22
H: -2.321 -2.951 4.040  0.21
H: -3.105 -2.316 2.594  0.22
H: -2.358 -0.451 4.059  0.22
H: -0.437 -1.632 5.142  0.21
H: 0.080 -0.097 4.449  0.21
H: -1.100 0.789 2.400  0.19
H: -2.395 -0.242 1.591  0.27
H: -1.826 -2.301 0.352  0.25
H: -0.177 -2.927 0.317  0.21
F: -4.972 0.698 -0.393  -0.54
B: -3.674 0.635 -0.806  1.37
F: -3.457 1.165 -2.058  -0.55
F: -3.111 -0.628 -0.661  -0.56
F: -2.904 1.522 0.169  -0.54

Atoms 1-2, force components in eV/Å:
-0.08 -0.05 0.03
0.02 0.02 0.00

Computed properties:
* HOMO level (alpha / beta): -8.0 / -7.9 eV
* gap between HOMO and LUMO (alpha / beta): 0.2909 / 0.2222 hartree
* relative energy (zero: lowest compared OMol25 entry of this formula, charge and spin): 0.0 kcal per mole
* molar mass: 726.6 g mol⁻¹
* spin multiplicity: 2

=====

Density functional theory data (ωB97M-V/def2-TZVPD) for an isolated molecule of C6H16O2S2Si in a non-equilibrium geometry.

Each line ends with the natural charge from an NBO analysis.
Positions of all 27 atoms, in Å:
C: 0.602 -0.951 -2.917  -0.65
C: -2.528 2.101 0.126  -0.65
C: 0.703 0.436 -2.220  -0.04
C: -1.776 1.694 1.414  -0.06
C: 0.602 -2.316 1.240  -0.54
C: 1.590 -0.713 1.376  -0.84
O: 0.268 0.419 -0.899  -0.94
O: -0.755 0.793 1.409  -0.88
Si: 0.627 0.846 0.593  1.92
S: -0.833 -2.479 2.280  0.00
S: 3.115 -1.052 0.485  -0.01
H: -0.268 -1.380 -2.342  0.23
H: 0.257 -0.923 -4.009  0.22
H: 1.607 -1.322 -2.732  0.21
H: -3.567 2.506 0.422  0.22
H: -2.089 3.021 -0.320  0.20
H: -2.512 1.245 -0.556  0.22
H: -0.036 1.050 -2.641  0.18
H: 1.713 0.736 -2.262  0.17
H: -2.481 1.235 2.113  0.18
H: -1.571 2.643 1.915  0.16
H: 0.317 -2.190 0.215  0.22
H: 1.333 -3.106 1.655  0.24
H: 1.857 -0.530 2.509  0.25
H: 1.383 2.143 0.520  -0.23
H: -0.221 -2.953 3.380  0.12
H: 2.664 -0.955 -0.756  0.09

Atoms 1-2, force components in eV/Å:
-1.54 1.03 0.59
-0.25 0.86 0.56

Computed properties:
* HOMO level: -8.1 eV
* gap between HOMO and LUMO: 0.3253 hartree
* relative energy (zero: lowest compared OMol25 entry of this formula, charge and spin): 17.1 kcal per mole
* molar mass: 212.4 g mol⁻¹
* spin multiplicity: 1
* SMILES: CCO[SiH](OCC)[C@H](S)CS

=====

Density functional theory data (ωB97M-V/def2-TZVPD) for an isolated molecule of H3NOS in a non-equilibrium geometry.

Each line ends with the natural charge from an NBO analysis.
Positions of all 6 atoms, in Å:
N: 0.300 -0.609 0.289  -0.93
O: -1.732 1.411 0.053  -0.83
S: -0.447 1.126 0.991  0.56
H: 0.057 -1.308 0.977  0.36
H: 1.297 -0.424 0.332  0.36
H: -1.482 1.985 -0.682  0.49

Atoms 1-2, force components in eV/Å:
-1.46 3.16 0.53
-0.26 -0.01 -0.29

Computed properties:
* HOMO level: -9.2 eV
* gap between HOMO and LUMO: 0.3579 hartree
* relative energy (zero: lowest compared OMol25 entry of this formula, charge and spin): 12.9 kcal per mole
* molar mass: 65.1 g mol⁻¹
* spin multiplicity: 1
* SMILES: NSO

=====

Density functional theory data (ωB97M-V/def2-TZVPD) for a structure of composition C28H31GeN5ORhS.

Each line ends with the natural charge from an NBO analysis.
Positions of all 68 atoms, in Å:
Rh: 0.989 0.162 0.111  0.93
O: 2.989 0.333 -0.737  -0.62
N: 3.697 1.343 -0.251  0.03
C: 4.915 1.549 -0.800  0.03
C: 5.739 2.543 -0.347  -0.23
C: 5.309 3.358 0.699  -0.15
C: 4.064 3.141 1.241  -0.21
C: 3.242 2.121 0.761  0.00
S: 1.644 1.882 1.421  -0.06
H: 5.162 0.869 -1.600  0.24
H: 6.707 2.678 -0.807  0.25
H: 5.942 4.150 1.075  0.24
H: 3.686 3.753 2.048  0.25
C: -2.855 -1.729 -0.601  -1.08
Ge: -1.887 -0.059 -0.318  1.18
C: -2.417 0.992 1.214  -0.39
C: -2.088 2.349 1.249  -0.22
C: -2.457 3.122 2.339  -0.21
C: -3.144 2.544 3.400  -0.18
C: -3.465 1.193 3.375  -0.19
C: -3.097 0.414 2.288  -0.24
C: -1.639 0.955 -1.970  -0.45
C: -0.378 1.100 -2.489  -0.21
C: -0.186 1.643 -3.786  -0.21
C: -1.250 2.043 -4.535  -0.16
C: -2.569 1.951 -4.019  -0.07
C: -3.692 2.388 -4.759  -0.17
C: -4.951 2.307 -4.237  -0.20
C: -5.146 1.789 -2.939  -0.19
C: -4.079 1.353 -2.205  -0.21
C: -2.761 1.411 -2.722  0.01
H: -3.892 -1.517 -0.865  0.25
H: -2.842 -2.344 0.299  0.24
H: -2.394 -2.276 -1.423  0.25
H: -1.557 2.798 0.416  0.22
H: -2.212 4.176 2.360  0.23
H: -3.430 3.150 4.249  0.23
H: -4.003 0.747 4.202  0.22
H: -3.349 -0.640 2.272  0.21
H: 0.566 0.824 -2.009  0.17
H: 0.821 1.733 -4.174  0.22
H: -1.099 2.444 -5.530  0.22
H: -3.531 2.794 -5.750  0.22
H: -5.802 2.647 -4.810  0.23
H: -6.143 1.744 -2.522  0.22
H: -4.249 0.986 -1.198  0.20
C: 2.854 -1.998 1.410  -0.08
N: 1.437 -1.842 0.966  -0.52
C: 1.179 -2.860 -0.098  -0.09
N: 1.417 -4.204 0.388  -0.45
C: 2.811 -4.299 0.839  -0.08
N: 3.099 -3.338 1.907  -0.45
C: 2.190 -3.603 3.028  -0.08
N: 0.783 -3.494 2.621  -0.45
C: 0.553 -2.153 2.124  -0.07
C: 0.538 -4.449 1.536  -0.08
H: 3.045 -1.269 2.199  0.21
H: 3.501 -1.782 0.561  0.22
H: 1.839 -2.648 -0.941  0.22
H: 0.139 -2.763 -0.420  0.21
H: 3.474 -4.108 -0.006  0.21
H: 2.995 -5.307 1.208  0.21
H: 2.388 -2.890 3.829  0.21
H: 2.372 -4.610 3.402  0.21
H: 0.751 -1.424 2.912  0.21
H: -0.485 -2.046 1.799  0.20
H: -0.502 -4.368 1.215  0.20
H: 0.712 -5.459 1.907  0.21

Atoms 1-2, force components in eV/Å:
-0.31 -0.12 0.09
-0.20 0.07 -0.07

Computed properties:
* HOMO level (alpha / beta): -10.0 / -10.7 eV
* gap between HOMO and LUMO (alpha / beta): 0.2739 / 0.2153 hartree
* relative energy (zero: lowest compared OMol25 entry of this formula, charge and spin): 1.9 kcal per mole
* molar mass: 661.2 g mol⁻¹
* spin multiplicity: 5
* charge: +1

=====

Density functional theory data (ωB97M-V/def2-TZVPD) for an isolated molecule of C2N2OS2 in a non-equilibrium geometry.

Each line ends with the natural charge from an NBO analysis.
Positions of all 7 atoms, in Å:
C: 1.269 0.564 -0.588  0.37
C: -1.486 -0.699 0.740  -0.06
N: 2.216 1.141 -0.853  -0.28
N: 0.241 -0.263 -0.323  -0.31
O: -1.030 0.285 -0.092  -0.29
S: -2.942 -0.731 1.451  0.03
S: 0.045 -1.519 0.903  0.54

Atoms 1-2, force components in eV/Å:
-1.64 -1.27 1.13
-1.17 0.88 1.25

Computed properties:
* HOMO level: -9.6 eV
* gap between HOMO and LUMO: 0.3053 hartree
* relative energy (zero: lowest compared OMol25 entry of this formula, charge and spin): 38.6 kcal per mole
* molar mass: 132.2 g mol⁻¹
* spin multiplicity: 1
* SMILES: N#Cn1oc(=S)s1

=====

- Which of these has the lowest molar mass?
  H3NOS

=====

- Number 2 is which compound?
  C6H16O2S2Si